Formula: C16H36N4O7S2
Source: OMol25
Level of theory: wB97M-V/def2-TZVPD

```
65
Properties=species:S:1:pos:R:3
O 3.49230 1.09301 2.03849
C 3.77544 1.33014 0.83199
O 4.45703 0.29523 0.13508
S 4.51929 0.55868 -1.54195
O 3.44917 2.60032 0.30723
C 2.12770 2.63275 -0.31152
C 1.25404 1.30655 -0.13580
C -0.21208 1.53951 -0.81925
S -0.98595 -0.17271 -0.96334
H 5.34716 1.65205 -1.76012
H 2.30412 2.76758 -1.44547
H 1.49996 3.54715 0.01017
H 1.69008 0.39575 -0.68421
H 1.03266 1.03705 0.95536
H -0.87900 2.19268 -0.15214
H -0.09327 2.00076 -1.87386
H 0.04619 -1.05781 -1.29578
C 2.85037 -5.15295 0.63957
N 1.94223 -4.16647 0.09036
C 2.48442 -3.06823 -0.68559
C 0.59318 -4.23715 0.27975
O -0.21962 -3.44270 -0.15387
H 3.55551 -4.65417 1.30934
H 3.39786 -5.62785 -0.17862
H 2.30690 -5.91705 1.19716
H 2.21025 -2.12321 -0.20879
H 2.05342 -3.09206 -1.68996
H 3.57051 -3.14482 -0.75055
H 0.28674 -5.10754 0.88230
C -2.34648 2.91368 -6.49977
N -2.27604 2.52005 -5.10720
C -3.21315 1.52974 -4.60775
C -1.35962 3.04841 -4.25128
O -1.25069 2.75821 -3.07172
H -3.33536 3.33283 -6.70168
H -2.18848 2.03291 -7.12715
H -1.58661 3.66078 -6.73407
H -3.79707 1.96732 -3.79460
H -2.65644 0.67427 -4.21759
H -3.88201 1.20004 -5.40335
H -0.69767 3.78872 -4.72916
C -5.04951 -2.24123 0.57974
N -5.32043 -1.50079 -0.63595
C -5.23253 -0.05439 -0.61116
C -5.65520 -2.12019 -1.80316
O -5.89394 -1.55657 -2.85576
H -5.75639 -1.92805 1.35261
H -4.02982 -2.02523 0.90844
H -5.15225 -3.31475 0.41478
H -6.19999 0.36731 -0.89540
H -4.48183 0.26880 -1.33673
H -4.95670 0.29655 0.38393
H -5.69384 -3.21803 -1.71331
C 3.60317 1.11545 5.03414
N 2.70154 1.13131 6.16968
C 3.25726 1.17664 7.50769
C 1.34676 1.10494 6.01962
O 0.53758 1.11625 6.92929
H 4.24677 0.23453 5.10379
H 4.21739 2.01948 5.05545
H 3.05111 1.08106 4.09706
H 2.92271 0.29791 8.06473
H 2.89361 2.07280 8.01665
H 4.34711 1.19355 7.46882
H 1.03035 1.07117 4.96438
```

Output
Kohn-Sham gap: 8.414 eV
total energy: -59136.400 eV
SMILES string: O=C(OS)OCCCS.CN(C)C=O.CN(C)C=O.CN(C)C=O.CN(C)C=O
LUMO: 0.0 eV
HOMO level: -8.5 eV